ORCA calculation (ωB97M-V with the def2-TZVPD basis set) on a single C6H10O molecule.

The calculation puts the relative energy (zero: lowest compared OMol25 entry of this formula, charge and spin) at 29.33 kcal per mole. Its HOMO-LUMO gap is 10.45 eV. The calculation puts the HOMO energy at -0.3444 Ha. As for the spin multiplicity: 1.

Each atom is followed by the atoms it is bonded to, with distances in Å.
Geometry (Å):
1 C -1.513 -0.454 -1.233  C2 1.506, H8 1.096, H9 1.096, H10 1.094
2 C -0.474 -0.319 -0.151  C1 1.506, C3 1.548, C5 1.549, O7 1.441
3 C -0.689 0.698 0.996  C2 1.548, C4 1.553, H11 1.095, H12 1.094
4 C 0.712 1.302 0.709  C3 1.553, C5 1.541, H13 1.095, H14 1.094
5 C 0.970 0.208 -0.345  C2 1.549, C4 1.541, C6 1.532, H15 1.093
6 C 1.371 -1.162 0.212  C5 1.532, O7 1.439, H16 1.099, H17 1.097
7 O 0.002 -1.582 0.353  C2 1.441, C6 1.439
8 H -2.504 -0.652 -0.809  C1 1.096
9 H -1.574 0.470 -1.819  C1 1.096
10 H -1.253 -1.277 -1.904  C1 1.094
11 H -1.527 1.390 0.863  C3 1.095
12 H -0.792 0.192 1.960  C3 1.094
13 H 1.416 1.349 1.546  C4 1.095
14 H 0.647 2.296 0.256  C4 1.094
15 H 1.388 0.498 -1.312  C5 1.093
16 H 1.908 -1.154 1.171  C6 1.099
17 H 1.911 -1.804 -0.495  C6 1.097